(1)
{"formula": "C3H7NOS", "method": "ωB97M-V/def2-TZVPD", "species": ["C", "C", "C", "H", "H", "H", "H", "H", "H", "H", "N", "O", "S"], "coordinates": [[0.373, 1.082, 2.084], [-1.193, 0.504, 0.343], [0.843, -1.505, -2.525], [1.179, 0.195, 1.716], [-0.457, 0.552, 2.745], [1.020, 1.893, 2.421], [-2.086, -0.080, 0.774], [-1.666, 1.308, -0.249], [1.040, -1.790, -3.860], [0.884, -2.568, -2.020], [0.502, -0.312, -1.930], [-0.404, 1.475, 0.950], [-0.034, -0.755, -0.448]], "e_homo_ev": -8.401, "gap_ev": 8.7, "relative_energy_kcal_mol": 136.5, "total_charge": 0, "mol_weight_g_mol": 105.16}

=====

(2)
{"formula": "C3H7NOS", "method": "ωB97M-V/def2-TZVPD", "species": ["N", "C", "C", "O", "C", "S", "H", "H", "H", "H", "H", "H", "H"], "coordinates": [[-1.253, -1.841, 0.518], [-0.338, -0.908, -0.128], [0.968, -0.753, 0.601], [2.061, -1.056, 0.215], [-1.064, 0.458, -0.245], [0.015, 1.885, -0.548], [-1.121, -1.802, 1.522], [-1.058, -2.779, 0.186], [-0.018, -1.351, -1.078], [0.838, -0.440, 1.672], [-1.821, 0.300, -1.007], [-1.532, 0.567, 0.731], [-0.589, 2.726, 0.327]], "e_homo_ev": -9.273, "gap_ev": 10.0, "relative_energy_kcal_mol": 31.6, "total_charge": 0, "smiles": "N[C@H](C=O)CS", "mol_weight_g_mol": 105.16}

=====

(3)
{"formula": "C3H7NOS", "method": "ωB97M-V/def2-TZVPD", "species": ["N", "C", "O", "C", "C", "S", "H", "H", "H", "H", "H", "H", "H"], "coordinates": [[-0.632, 1.735, -1.798], [-0.473, 1.242, -0.499], [0.167, 1.799, 0.335], [-0.988, -0.273, -0.260], [-0.396, -0.964, 1.007], [1.113, -1.647, 0.600], [-1.307, 1.201, -2.359], [0.073, 2.583, -1.906], [-0.595, -0.944, -1.074], [-2.163, -0.270, -0.122], [-0.256, -0.567, 2.096], [-0.947, -1.791, 1.049], [1.616, -0.423, 1.144]], "e_homo_ev": -8.881, "gap_ev": 9.7, "relative_energy_kcal_mol": 48.4, "total_charge": 0, "smiles": "NC(=O)CCS", "mol_weight_g_mol": 105.16}

=====

(4)
{"formula": "C3H7NOS", "method": "ωB97M-V/def2-TZVPD", "species": ["N", "C", "C", "O", "C", "S", "H", "H", "H", "H", "H", "H", "H"], "coordinates": [[-0.617, 0.580, -1.586], [-0.073, 0.392, -0.198], [-0.880, 1.128, 0.979], [-2.023, 1.641, 0.760], [0.300, -1.086, 0.094], [2.162, -1.337, 0.279], [0.018, 0.315, -2.237], [-1.591, 0.471, -1.808], [0.859, 0.953, -0.136], [-0.388, 1.330, 1.988], [-0.112, -1.716, -0.710], [0.066, -1.617, 1.034], [2.279, -1.053, 1.541]], "e_homo_ev": -9.298, "gap_ev": 9.9, "relative_energy_kcal_mol": 54.0, "total_charge": 0, "smiles": "N[C@@H](C=O)CS", "mol_weight_g_mol": 105.16}

=====

(5)
{"formula": "C3H7NOS", "method": "ωB97M-V/def2-TZVPD", "species": ["C", "C", "C", "H", "H", "H", "H", "H", "H", "H", "N", "O", "S"], "coordinates": [[1.887, -0.240, -1.163], [0.604, -0.506, -0.201], [-2.204, 0.783, 0.128], [2.685, -1.051, -0.490], [1.909, -0.595, -2.479], [2.427, 1.115, -1.215], [0.173, -1.485, 0.240], [0.765, 0.124, 0.714], [-3.007, 1.225, -0.478], [-1.244, -0.022, 2.847], [-2.095, 0.637, 1.331], [-1.019, -0.163, 1.805], [-0.881, 0.178, -1.040]], "e_homo_ev": -8.560, "gap_ev": 9.2, "relative_energy_kcal_mol": 157.6, "total_charge": 0, "mol_weight_g_mol": 105.16}

=====

(6)
{"formula": "C3H7NOS", "method": "ωB97M-V/def2-TZVPD", "species": ["N", "C", "C", "O", "C", "S", "H", "H", "H", "H", "H", "H", "H"], "coordinates": [[1.304, 0.766, 0.429], [-0.106, 0.296, 0.201], [-0.638, -0.213, 1.588], [-1.179, 0.435, 2.416], [-0.075, -0.751, -0.904], [-1.099, -0.429, -2.425], [1.927, 0.064, 0.780], [1.338, 1.531, 1.060], [-0.742, 1.103, -0.156], [-0.411, -1.317, 1.627], [0.980, -0.668, -1.435], [-0.243, -1.655, -0.465], [-1.053, 0.839, -2.716]], "e_homo_ev": -9.186, "gap_ev": 10.0, "relative_energy_kcal_mol": 49.6, "total_charge": 0, "smiles": "N[C@H](C=O)CS", "mol_weight_g_mol": 105.16}

=====

(7)
{"formula": "C3H7NOS", "method": "ωB97M-V/def2-TZVPD", "species": ["C", "O", "C", "N", "S", "C", "H", "H", "H", "H", "H", "H", "H"], "coordinates": [[-0.155, 2.268, -0.044], [-1.029, 1.536, -1.022], [-0.969, 0.210, -1.183], [-0.468, -0.750, -0.523], [0.775, -0.496, 0.639], [0.788, -2.254, 1.127], [0.937, 2.052, -0.286], [-0.433, 1.993, 0.987], [-0.257, 3.351, -0.200], [-1.665, -0.013, -2.004], [-0.039, -2.560, 1.725], [0.964, -2.924, 0.212], [1.612, -2.358, 1.779]], "e_homo_ev": -8.156, "gap_ev": 9.0, "relative_energy_kcal_mol": 51.9, "total_charge": 0, "smiles": "CO/C=N\\SC", "mol_weight_g_mol": 105.16}

=====

(8)
{"formula": "C3H7NOS", "method": "ωB97M-V/def2-TZVPD", "species": ["N", "C", "O", "C", "C", "S", "H", "H", "H", "H", "H", "H", "H"], "coordinates": [[-1.286, -1.923, -0.615], [-1.342, -0.785, 0.136], [-1.976, -0.749, 1.169], [-0.546, 0.380, -0.377], [0.629, 0.739, 0.560], [2.188, 1.082, -0.294], [-1.369, -2.794, -0.117], [-0.848, -1.997, -1.516], [-0.100, 0.193, -1.348], [-1.162, 1.256, -0.566], [0.779, 0.003, 1.355], [0.390, 1.648, 1.116], [1.948, 2.366, -0.563]], "e_homo_ev": -9.303, "gap_ev": 10.1, "relative_energy_kcal_mol": 8.0, "total_charge": 0, "smiles": "NC(=O)CCS", "mol_weight_g_mol": 105.16}

=====

(9)
{"formula": "C3H7NOS2", "method": "ωB97M-V/def2-TZVPD", "species": ["S", "S", "C", "C", "N", "C", "O", "H", "H", "H", "H", "H", "H", "H"], "coordinates": [[4.268, -0.825, 0.003], [2.671, 0.750, 0.884], [1.025, 0.192, 0.866], [-0.127, 0.798, 0.120], [-0.812, -0.045, -0.785], [-2.257, -0.534, -0.478], [-3.053, 0.466, -0.064], [2.967, -0.285, -0.483], [-1.871, -1.262, 0.341], [0.974, -0.470, 1.644], [0.100, 1.883, -0.367], [-1.062, 1.077, 0.871], [-0.190, -0.875, -1.096], [-2.633, -0.871, -1.455]], "e_homo_ev": -8.055, "gap_ev": 4.3, "relative_energy_kcal_mol": 214.4, "total_charge": 0, "mol_weight_g_mol": 137.23}

=====

(10)
{"formula": "C3H7NOS2", "method": "ωB97M-V/def2-TZVPD", "species": ["C", "C", "C", "H", "H", "H", "H", "H", "H", "H", "N", "O", "S", "S"], "coordinates": [[1.157, -0.366, 1.477], [-0.400, 0.062, -0.885], [-1.779, 0.429, -0.432], [1.660, -1.172, 1.959], [0.431, -0.117, 2.176], [1.816, 0.462, 1.240], [-2.602, 0.057, -1.140], [-1.908, 1.636, -0.303], [-1.152, -1.415, 0.568], [2.267, -0.096, -1.744], [0.138, 0.973, -1.617], [-1.922, -0.479, 0.752], [0.523, -1.173, -0.073], [1.772, 1.199, -1.977]], "e_homo_ev": -9.144, "gap_ev": 9.2, "relative_energy_kcal_mol": 94.2, "total_charge": 0, "mol_weight_g_mol": 137.23}

=====

(11)
{"formula": "C3H7NOS2", "method": "ωB97M-V/def2-TZVPD", "species": ["N", "C", "C", "O", "C", "S", "S", "H", "H", "H", "H", "H", "H", "H"], "coordinates": [[-1.682, -1.006, 0.101], [-0.798, 0.241, -0.328], [-0.712, 0.214, -1.879], [0.406, 0.355, -2.261], [0.635, -0.075, 0.242], [0.888, -0.461, 1.907], [2.502, 0.774, 2.554], [-2.514, -0.560, 0.396], [-1.119, -1.154, 0.943], [-1.279, 1.184, -0.112], [-1.558, -0.076, -2.461], [1.229, 0.925, -0.091], [0.963, -1.067, -0.335], [3.040, 0.707, 1.323]], "e_homo_ev": [-13.674, -13.647], "s_squared": 0.755, "gap_ev": [7.8, 5.1], "relative_energy_kcal_mol": 62.7, "total_charge": 1, "multiplicity": 2, "mol_weight_g_mol": 137.23}

=====

(12)
{"formula": "C3H7NS", "method": "ωB97M-V/def2-TZVPD", "species": ["N", "C", "C", "C", "S", "H", "H", "H", "H", "H", "H", "H"], "coordinates": [[-1.014, -1.438, 0.128], [-0.856, -0.121, -0.304], [-0.494, 1.040, 0.575], [0.534, 0.534, -0.427], [1.875, -0.448, 0.170], [-0.517, -2.068, -0.516], [-0.705, -1.532, 1.134], [-1.434, 0.146, -1.198], [-0.814, 2.031, 0.390], [-0.369, 0.696, 1.645], [0.776, 1.150, -1.264], [3.019, 0.011, -0.333]], "e_homo_ev": -8.318, "gap_ev": 9.2, "relative_energy_kcal_mol": 30.7, "total_charge": 0, "smiles": "N[C@H]1C[C@H]1S", "mol_weight_g_mol": 89.16}

=====

What did the ninth record say?
{"formula": "C3H7NOS2", "method": "ωB97M-V/def2-TZVPD", "species": ["S", "S", "C", "C", "N", "C", "O", "H", "H", "H", "H", "H", "H", "H"], "coordinates": [[4.268, -0.825, 0.003], [2.671, 0.750, 0.884], [1.025, 0.192, 0.866], [-0.127, 0.798, 0.120], [-0.812, -0.045, -0.785], [-2.257, -0.534, -0.478], [-3.053, 0.466, -0.064], [2.967, -0.285, -0.483], [-1.871, -1.262, 0.341], [0.974, -0.470, 1.644], [0.100, 1.883, -0.367], [-1.062, 1.077, 0.871], [-0.190, -0.875, -1.096], [-2.633, -0.871, -1.455]], "e_homo_ev": -8.055, "gap_ev": 4.3, "relative_energy_kcal_mol": 214.4, "total_charge": 0, "mol_weight_g_mol": 137.23}

=====

Question: Number 7 is which compound?
Answer: C3H7NOS